{"formula": "C5H7Cl2NS", "method": "ωB97M-V/def2-TZVPD", "de_lowest_kcal_mol": 11.8, "orbital_gap_ev": 7.8, "homo_energy_ev": -7.90, "multiplicity": 1, "max_force_ev_per_a": 3.0, "charge": 0, "symbols": ["C", "C", "C", "C", "C", "N", "S", "Cl", "Cl", "H", "H", "H", "H", "H", "H", "H"], "coordinates": [[1.3283, 0.9619, -0.0410], [-1.6207, -0.4955, 0.3359], [2.6434, 1.2096, -0.5908], [-2.2923, -1.0689, 1.5261], [0.0821, -0.5058, -1.2178], [-0.5951, -1.0121, -0.1867], [0.4791, 1.4048, 1.2050], [-2.5532, 0.7884, -0.4685], [1.2957, -1.5346, -1.8865], [3.0794, 2.1180, -0.1669], [3.2833, 0.3618, -0.3336], [2.6165, 1.2769, -1.6757], [-2.9639, -1.8695, 1.2099], [-2.8797, -0.3134, 2.0397], [-1.5504, -1.4916, 2.1992], [-0.3524, 0.1698, -1.9482]], "forces_ev_per_a": [[-2.685, -1.217, -0.227], [0.154, 0.218, -0.285], [0.581, 0.225, -0.143], [-0.174, -0.052, 0.254], [1.781, 2.000, 0.938], [-0.330, -0.444, 0.349], [0.487, 0.015, -0.191], [0.011, 0.037, -0.037], [0.310, -0.468, -0.466], [0.015, -0.093, -0.049], [0.013, -0.036, -0.070], [-0.003, -0.053, -0.107], [-0.062, 0.017, -0.011], [-0.001, -0.002, 0.063], [0.035, -0.005, -0.022], [-0.131, -0.142, 0.005]], "mulliken_charge": [0.46, 0.61, -0.98, -1.08, -0.32, -0.38, -0.24, -0.21, -0.17, 0.34, 0.30, 0.31, 0.31, 0.36, 0.27, 0.42]}

***

{"formula": "C42H51ClNO4PPt", "method": "ωB97M-V/def2-TZVPD", "de_lowest_kcal_mol": 24.6, "orbital_gap_ev": 7.6, "homo_energy_ev": -8.15, "multiplicity": 1, "max_force_ev_per_a": 1.0, "charge": 0, "symbols": ["Pt", "C", "C", "C", "C", "C", "C", "C", "C", "C", "C", "C", "C", "C", "C", "C", "N", "H", "H", "H", "H", "H", "H", "H", "H", "H", "H", "O", "P", "C", "C", "C", "C", "C", "C", "C", "C", "C", "C", "C", "C", "C", "C", "C", "C", "C", "C", "H", "H", "H", "H", "H", "H", "H", "H", "H", "H", "H", "H", "H", "H", "H", "H", "H", "H", "H", "H", "H", "H", "H", "H", "H", "H", "H", "H", "H", "H", "H", "H", "H", "C", "C", "C", "C", "Cl", "C", "C", "C", "O", "C", "C", "O", "O", "H", "H", "H", "H", "H", "H", "H", "H"], "coordinates": [[0.3151, -0.1522, 0.3931], [0.6037, 3.9747, 1.2499], [-0.2644, 4.1108, 2.3343], [-0.8822, 2.9866, 2.8599], [-0.6458, 1.7388, 2.2880], [0.1985, 1.6029, 1.1923], [0.8345, 2.7257, 0.6880], [-1.2576, 0.4897, 2.7113], [-2.1620, 0.3520, 3.7893], [-2.7150, -0.8597, 4.0483], [-2.3855, -1.9859, 3.2558], [-2.9172, -3.2751, 3.4927], [-2.5393, -4.3300, 2.7145], [-1.6182, -4.1387, 1.6591], [-1.0945, -2.9042, 1.3955], [-1.4637, -1.8043, 2.2048], [-0.9239, -0.5613, 1.9717], [1.0950, 4.8483, 0.8389], [-0.4576, 5.0860, 2.7621], [-1.5456, 3.0914, 3.7115], [1.5103, 2.6332, -0.1575], [-2.4095, 1.2097, 4.3993], [-3.4189, -0.9806, 4.8654], [-3.6223, -3.4091, 4.3049], [-2.9450, -5.3163, 2.8989], [-1.3110, -4.9817, 1.0499], [-0.3979, -2.7521, 0.5793], [-1.8191, 0.3676, -0.8785], [-3.0425, 0.7483, -1.6760], [-4.5477, 0.3962, -0.6796], [-5.8602, 0.1737, -1.4592], [-6.0818, -1.2843, -1.8680], [-5.9891, -2.2050, -0.6524], [-4.6010, -2.0981, -0.0261], [-4.3104, -0.6649, 0.4122], [-3.1160, -0.1035, -3.2886], [-2.2778, 0.5983, -4.3766], [-0.7669, 0.4838, -4.1423], [-0.3434, -0.9685, -3.8024], [-1.4901, -1.9504, -4.0251], [-2.6621, -1.5903, -3.1129], [-2.9905, 2.5384, -2.0186], [-4.1736, 3.1399, -2.8034], [-5.3099, 3.6466, -1.9107], [-4.7797, 4.6346, -0.8744], [-3.7632, 3.9456, 0.0310], [-2.5938, 3.3718, -0.7736], [-4.6361, 1.3471, -0.1511], [-5.9006, 0.8204, -2.3401], [-6.6914, 0.4719, -0.8111], [-5.3276, -1.5900, -2.5961], [-7.0566, -1.3783, -2.3505], [-6.2012, -3.2373, -0.9394], [-6.7448, -1.9059, 0.0846], [-3.8511, -2.4233, -0.7534], [-4.5146, -2.7604, 0.8391], [-3.2820, -0.5820, 0.7534], [-4.9595, -0.4225, 1.2624], [-4.1647, -0.0652, -3.6003], [-2.5709, 1.6446, -4.4708], [-2.5259, 0.1318, -5.3318], [-0.4676, 1.1496, -3.3282], [-0.2546, 0.8298, -5.0418], [-0.0489, -1.0308, -2.7529], [0.5286, -1.2599, -4.3912], [-1.1651, -2.9639, -3.7915], [-1.8035, -1.9477, -5.0740], [-2.3188, -1.7512, -2.0878], [-3.4971, -2.2676, -3.2939], [-2.1118, 2.5578, -2.6692], [-4.5575, 2.4180, -3.5306], [-3.7969, 3.9929, -3.3772], [-5.7917, 2.8132, -1.3920], [-6.0700, 4.1197, -2.5358], [-5.6020, 5.0426, -0.2826], [-4.2962, 5.4731, -1.3901], [-4.2668, 3.1572, 0.5999], [-3.3636, 4.6492, 0.7648], [-1.9554, 2.7655, -0.1291], [-1.9811, 4.2111, -1.1185], [-1.6718, -6.1619, -1.8093], [-0.7601, -5.5663, -2.8512], [-0.9876, -5.7937, -4.2018], [-0.1338, -5.2773, -5.1632], [-0.4504, -5.5899, -6.8518], [0.9629, -4.5275, -4.7962], [1.1973, -4.2746, -3.4504], [0.3371, -4.7855, -2.4826], [0.4896, -4.5587, -1.1431], [1.7469, -4.0449, -0.7142], [1.8943, -2.5478, -0.9700], [2.9486, -2.1160, -1.4088], [0.8321, -1.8680, -0.6902], [-2.0523, -7.1270, -2.1438], [-2.5300, -5.5115, -1.6177], [-1.1409, -6.3057, -0.8698], [-1.8413, -6.3871, -4.5069], [1.6280, -4.1264, -5.5494], [2.0482, -3.6687, -3.1725], [2.5778, -4.5699, -1.1822], [1.7798, -4.2006, 0.3643]], "forces_ev_per_a": [[0.504, -0.671, 0.564], [-0.067, -0.084, 0.084], [-0.004, -0.101, -0.048], [0.016, 0.169, 0.078], [-0.251, 0.157, 0.411], [-0.049, -0.123, -0.364], [0.161, 0.302, -0.099], [-0.231, -0.003, 0.098], [-0.026, 0.026, 0.033], [-0.136, -0.150, 0.069], [0.073, 0.064, 0.047], [-0.033, 0.077, 0.011], [0.069, -0.069, -0.136], [-0.082, -0.061, 0.097], [-0.022, 0.129, 0.101], [0.134, -0.055, -0.095], [0.326, 0.184, -0.279], [-0.003, -0.004, 0.016], [0.034, -0.018, 0.005], [0.005, 0.001, -0.049], [-0.047, 0.001, -0.001], [0.036, 0.012, -0.080], [0.046, 0.000, -0.030], [0.016, 0.027, -0.014], [0.009, 0.006, 0.015], [-0.056, 0.087, 0.006], [-0.092, -0.059, 0.028], [-0.627, 0.182, -0.559], [0.510, -0.265, 0.526], [-0.141, -0.001, -0.036], [0.139, -0.126, -0.008], [-0.021, 0.063, 0.186], [0.099, 0.029, -0.063], [-0.067, 0.086, -0.002], [-0.082, -0.049, -0.103], [0.027, -0.096, -0.112], [0.054, -0.042, 0.103], [-0.073, -0.184, 0.044], [-0.079, 0.119, -0.026], [0.018, 0.107, -0.001], [0.070, 0.157, -0.077], [-0.028, 0.186, 0.061], [-0.022, -0.064, 0.153], [0.150, 0.073, -0.016], [0.004, -0.111, 0.021], [0.050, 0.015, -0.123], [-0.134, -0.080, -0.033], [-0.050, 0.036, 0.043], [-0.041, 0.004, 0.039], [-0.010, 0.036, -0.024], [-0.060, -0.015, -0.031], [0.002, 0.000, -0.027], [-0.021, 0.009, 0.010], [-0.005, -0.062, -0.022], [-0.009, -0.020, 0.043], [0.037, -0.009, -0.012], [0.062, 0.055, 0.074], [-0.014, -0.003, -0.030], [0.031, -0.037, -0.041], [-0.006, -0.002, -0.067], [-0.028, -0.006, -0.012], [0.018, 0.002, -0.018], [0.015, 0.038, 0.006], [0.007, -0.011, -0.031], [-0.018, 0.009, 0.000], [-0.030, -0.002, -0.035], [0.020, -0.060, 0.004], [-0.024, -0.016, 0.015], [-0.037, -0.004, 0.007], [0.019, 0.046, -0.033], [0.019, 0.051, -0.029], [-0.008, -0.022, -0.037], [-0.034, 0.052, -0.031], [-0.029, -0.029, 0.000], [0.011, 0.032, -0.018], [-0.049, 0.009, 0.035], [0.018, 0.033, 0.021], [-0.009, -0.024, 0.028], [0.065, 0.022, 0.000], [-0.017, -0.012, -0.022], [0.014, 0.064, -0.071], [-0.165, -0.147, -0.033], [-0.038, -0.027, 0.028], [-0.084, -0.045, -0.042], [0.008, 0.027, 0.098], [0.064, 0.082, 0.031], [0.029, -0.049, 0.038], [0.118, 0.159, 0.085], [0.176, -0.242, 0.029], [-0.190, 0.024, -0.103], [0.136, 0.459, -0.082], [-0.151, 0.023, 0.192], [0.054, -0.125, -0.372], [-0.024, 0.022, -0.022], [0.049, 0.014, 0.050], [-0.025, -0.005, -0.034], [0.042, -0.015, 0.002], [-0.012, -0.015, 0.019], [0.012, 0.017, -0.006], [-0.006, -0.099, -0.038], [-0.012, -0.062, 0.025]], "mulliken_charge": [0.65, -0.59, -0.97, -0.24, 1.13, -0.53, -0.43, 0.90, -0.80, -1.06, 1.56, -0.92, -0.86, -0.28, 0.25, -0.14, -0.42, 0.42, 0.42, 0.37, 0.40, 0.39, 0.42, 0.41, 0.40, 0.37, -0.14, -0.20, -0.68, 1.25, -1.65, -0.51, -1.24, 0.41, -0.47, 1.11, -1.99, -0.73, 0.50, -0.42, -0.23, 0.35, -1.36, -0.46, -1.13, -0.63, -0.13, -0.23, 0.43, 0.63, 0.00, 0.42, 0.49, 0.38, -0.51, 0.51, -0.79, 0.78, 1.02, 0.57, 0.59, 0.13, 0.53, -0.88, 0.79, -0.61, 0.54, -0.69, 0.49, 0.61, 0.43, 0.47, 0.07, 0.42, 0.47, 0.37, 0.22, 0.59, -0.65, 0.66, -1.48, 1.18, -0.71, 0.16, -0.26, -0.81, -0.70, 0.65, -0.48, -0.94, 0.36, -0.79, -0.09, 0.47, 0.15, 0.28, 0.46, 0.44, 0.47, 0.44, 0.45]}

***

{"formula": "C2H3N3", "method": "ωB97M-V/def2-TZVPD", "de_lowest_kcal_mol": 23.8, "orbital_gap_ev": 10.6, "homo_energy_ev": -9.80, "multiplicity": 1, "smiles": "c1c[nH]nn1", "max_force_ev_per_a": 1.8, "charge": 0, "symbols": ["N", "C", "C", "N", "N", "H", "H", "H"], "coordinates": [[0.6305, -0.2476, -0.8554], [-0.2497, -0.6726, 0.0595], [-0.5607, 0.4124, 0.8254], [0.1413, 1.4781, 0.3586], [0.8728, 1.1445, -0.6499], [0.9897, -0.9221, -1.5469], [-0.6116, -1.6787, 0.1438], [-1.2336, 0.4776, 1.6641]], "forces_ev_per_a": [[-0.203, 0.380, 0.367], [-0.252, 0.192, 0.382], [0.010, 0.032, 0.018], [0.406, -0.233, -0.594], [-0.376, -1.769, -0.187], [0.258, 1.485, 0.246], [0.080, -0.190, -0.182], [0.077, 0.102, -0.051]], "mulliken_charge": [0.07, -0.09, -0.40, -0.15, -0.43, 0.25, 0.37, 0.38]}

***

{"formula": "C3H2Br2", "method": "ωB97M-V/def2-TZVPD", "de_lowest_kcal_mol": 97.4, "orbital_gap_ev": [7.3, 7.3], "homo_energy_ev": [-8.25, -8.25], "multiplicity": 1, "max_force_ev_per_a": 2.2, "charge": 0, "symbols": ["C", "C", "C", "Br", "Br", "H", "H"], "coordinates": [[0.7537, 0.9462, 0.5892], [-0.7325, -0.2114, -0.7745], [0.4033, -0.4104, 0.0940], [0.2116, 2.4554, -0.2517], [-2.3564, -0.8777, -0.1782], [1.4471, -0.5933, -0.2310], [0.2731, -1.3088, 0.7523]], "forces_ev_per_a": [[0.675, -0.705, 1.917], [0.195, 0.247, -2.128], [-0.980, -1.310, 0.662], [-0.286, 0.470, -0.500], [0.261, -0.118, 0.491], [-0.267, 0.149, -1.144], [0.403, 1.267, 0.703]], "mulliken_charge": [-0.36, -0.30, 0.07, 0.06, -0.05, 0.23, 0.34]}